{
  "formula": "C29H81N9O8",
  "method": "wB97M-V/def2-TZVPD",
  "elements": ["H", "O", "H", "H", "H", "H", "C", "N", "H", "H", "O", "C", "C", "H", "H", "H", "H", "C", "H", "H", "H", "H", "H", "H", "C", "C", "O", "H", "C", "H", "H", "H", "H", "H", "H", "H", "H", "C", "H", "O", "N", "H", "C", "H", "H", "H", "H", "H", "C", "H", "H", "H", "H", "H", "H", "H", "H", "H", "H", "H", "C", "H", "C", "O", "H", "H", "H", "N", "H", "O", "H", "H", "N", "H", "H", "H", "O", "C", "C", "H", "H", "N", "C", "H", "H", "N", "H", "H", "H", "H", "C", "C", "H", "C", "H", "C", "N", "H", "C", "H", "C", "H", "H", "H", "H", "H", "C", "H", "N", "H", "C", "O", "H", "H", "H", "C", "H", "H", "C", "H", "N", "C", "C", "C", "H", "H", "C"],
  "coordinates": [[15.319441, 13.395163, 17.690223], [14.042141, 15.016014, 7.058259], [15.957198, 15.523776, 11.409737], [11.351372, 17.681497, 10.694101], [14.832240, 9.852341, 10.851307], [16.492591, 12.171971, 11.943151], [19.175027, 12.031667, 11.850991], [15.652520, 12.023172, 12.477058], [12.974883, 13.205572, 6.657328], [19.572262, 10.331447, 8.295765], [20.374654, 10.591728, 10.167774], [18.084551, 16.535967, 9.038469], [16.837568, 18.108396, 10.732537], [19.489260, 14.039184, 12.423582], [17.552157, 9.244701, 19.056386], [12.134534, 17.695195, 12.284053], [13.775064, 5.441116, 14.417626], [12.920318, 15.870196, 6.913732], [13.835354, 10.636087, 7.131643], [11.661387, 12.578601, 17.014860], [12.732075, 6.855156, 14.428519], [10.981096, 13.933096, 11.687838], [21.135979, 11.237987, 11.975392], [8.097932, 12.101758, 12.649827], [16.818034, 16.749287, 10.010767], [11.188642, 17.487916, 11.773410], [14.624016, 8.049285, 11.673953], [11.576467, 15.772698, 13.753656], [14.207043, 8.982067, 10.722396], [15.969727, 9.140971, 19.639106], [14.201760, 12.270125, 16.868900], [15.882093, 11.701989, 13.411810], [9.686698, 15.465081, 9.401050], [15.166076, 10.448275, 15.720653], [10.097765, 15.108868, 13.694460], [11.425010, 11.500871, 13.351218], [14.169544, 8.498366, 9.714816], [14.580371, 8.593689, 13.016448], [18.638308, 10.107761, 11.700212], [13.640692, 12.608533, 13.319310], [16.832216, 15.550007, 10.892119], [13.158864, 9.215886, 11.001776], [13.577779, 6.395134, 13.971372], [16.024015, 18.256036, 11.438125], [12.470265, 15.000404, 11.875447], [17.791760, 18.158310, 11.286033], [21.089684, 12.498543, 10.852401], [13.287773, 6.078973, 12.943500], [19.436441, 10.942870, 9.192527], [12.616764, 16.397758, 7.840241], [18.685946, 10.612518, 13.305658], [16.904498, 17.187047, 6.706382], [13.050816, 13.217540, 11.007101], [15.390474, 9.331557, 13.123948], [10.596919, 10.470183, 16.082665], [9.609200, 16.072107, 11.703476], [16.926041, 10.417073, 20.218038], [16.545884, 13.366522, 7.948583], [18.382487, 16.428037, 6.112260], [12.934916, 13.824355, 8.285008], [10.649854, 16.107371, 11.969383], [10.452044, 13.023472, 15.616868], [14.780855, 7.393444, 13.969202], [17.735594, 15.662555, 7.985138], [10.854806, 9.945483, 13.644969], [12.249492, 12.969126, 15.362112], [19.669506, 11.951519, 8.731750], [10.652675, 15.931778, 13.445310], [18.400194, 10.823257, 9.547695], [11.553381, 14.789251, 9.989768], [15.782135, 7.258189, 15.786625], [12.086249, 15.311264, 6.523487], [15.633271, 13.228864, 8.395335], [15.923564, 16.623014, 9.440252], [14.251488, 7.666577, 15.846289], [18.098576, 10.880818, 17.300783], [16.221018, 10.504065, 18.249118], [14.695657, 12.695191, 7.475288], [10.257846, 14.551261, 9.410807], [18.418772, 12.514618, 11.179021], [17.046622, 12.643264, 15.883535], [14.049635, 13.041817, 11.091391], [9.023676, 11.475264, 12.663379], [15.108029, 12.633732, 6.492301], [20.248853, 12.875468, 13.582290], [18.406571, 10.868364, 12.344858], [14.790523, 13.545782, 16.014306], [17.434436, 12.116305, 18.288817], [13.691779, 9.198707, 13.247509], [13.560714, 11.206611, 8.767457], [14.245305, 11.278573, 7.941419], [13.566545, 13.704012, 7.419462], [10.483837, 18.166028, 12.209078], [17.525901, 16.277289, 6.732494], [12.994174, 10.431794, 16.444511], [15.130522, 12.832939, 16.763898], [15.103932, 7.854414, 15.373744], [17.534360, 15.601116, 11.581978], [16.318961, 11.969640, 16.367709], [16.972865, 15.529155, 6.209814], [11.317050, 11.052105, 15.438347], [13.162670, 10.784561, 14.835809], [15.132166, 10.759048, 8.307727], [8.669697, 10.472464, 12.380680], [13.244706, 16.613464, 6.174182], [9.791266, 11.715516, 11.965876], [14.424333, 12.622176, 12.369330], [14.715982, 12.830600, 10.345361], [12.576817, 10.313077, 15.530945], [15.602016, 6.807837, 13.496977], [16.698073, 9.816666, 19.372694], [9.490300, 11.501413, 13.970207], [16.717349, 10.371161, 15.247837], [9.755671, 13.801482, 10.066518], [18.534372, 13.135487, 13.513325], [10.774000, 10.958370, 14.034204], [18.642420, 17.464901, 8.643162], [10.487494, 14.272586, 8.337953], [20.519532, 11.618402, 11.196529], [16.808665, 18.834781, 9.989073], [15.928459, 11.000518, 15.398132], [19.416907, 13.063667, 12.897852], [17.105525, 11.350063, 17.570689], [11.499781, 14.930103, 11.412334], [18.769476, 16.032281, 9.703993], [15.403855, 14.208434, 8.668773], [11.416600, 12.535676, 15.904836]],
  "forces_ev_per_a": [[-0.1, -0.2, -0.2], [-0.6, -1.2, 0.2], [0.0, -0.2, -0.1], [-0.2, 0.2, 0.5], [0.1, 0.6, -0.7], [-0.5, 0.2, -0.6], [-0.7, -0.4, -0.8], [0.1, 0.3, 0.5], [-0.9, 0.8, -0.7], [0.0, -0.6, 0.5], [0.5, 0.8, 1.3], [-0.7, 1.2, 0.4], [0.9, -2.0, 0.8], [0.5, 0.1, 0.1], [0.8, -0.4, 0.2], [0.0, -0.5, 0.0], [0.5, -0.3, 0.8], [0.8, 1.0, -0.2], [0.1, 0.6, 0.3], [-0.6, 0.1, -1.3], [-0.8, 0.3, 0.4], [0.8, 1.4, 0.6], [0.4, -0.9, 0.6], [1.0, -0.1, -0.4], [1.6, -0.5, 0.2], [0.7, 0.3, -1.5], [0.0, -0.5, 1.3], [1.2, -0.2, 0.5], [-1.3, -0.6, 0.2], [-1.8, -1.5, 0.7], [0.3, -0.4, 0.5], [-0.3, 0.0, 0.3], [-0.4, 0.4, 0.0], [-0.5, -0.7, 0.3], [0.3, 0.2, 0.0], [0.4, 0.5, -0.1], [0.5, 0.6, 0.8], [0.7, -0.4, -0.2], [-0.2, -0.1, 0.6], [-0.1, 0.4, -0.2], [-1.4, 0.4, -0.9], [0.2, 0.5, -0.5], [0.5, 0.5, -1.7], [-0.1, -0.2, 0.0], [0.6, -0.1, -0.3], [-0.3, 0.3, -0.1], [-0.5, -0.1, -0.5], [0.2, 0.7, 0.4], [0.2, 0.9, -1.5], [0.3, -0.5, -0.2], [0.0, 0.0, -0.8], [0.2, -0.1, 0.6], [0.8, -0.1, -0.6], [0.2, -0.4, 0.1], [0.4, 0.8, -0.4], [-0.4, -0.2, -0.6], [0.4, 1.0, 0.7], [-0.2, -0.3, 0.5], [1.2, 0.3, 0.1], [0.1, -0.4, 0.8], [1.1, -1.0, 1.9], [0.9, -0.1, 0.6], [0.1, -0.8, -0.2], [0.6, 0.6, 0.1], [-0.5, -0.6, 0.3], [0.1, 0.3, -0.2], [-0.7, -0.5, 1.0], [-1.9, -0.3, -0.5], [0.2, 0.4, -0.2], [0.4, 0.7, -0.1], [0.7, -0.6, 0.3], [-0.5, -0.1, -0.2], [2.3, 1.5, 1.3], [-0.6, 0.2, -0.7], [-0.8, 0.2, 1.0], [-1.1, -0.2, -0.3], [-0.7, -0.1, -0.3], [-1.3, 0.1, 1.6], [1.5, -0.3, -0.1], [1.2, -0.2, -0.3], [0.0, -0.1, 0.1], [0.7, -0.2, 1.7], [-2.3, -0.5, 0.4], [0.3, -0.2, -0.9], [0.2, 0.0, -0.3], [0.9, -0.1, 0.4], [0.7, 0.1, -0.4], [-0.2, 0.4, -0.2], [-0.4, -0.5, -0.3], [-0.5, 0.6, 0.4], [0.5, -0.5, -1.2], [-0.1, -0.5, -1.1], [-0.5, 0.6, 0.0], [-1.2, -0.4, -0.1], [0.0, 0.1, 0.0], [-0.6, 0.3, 0.6], [-0.4, 0.2, -2.2], [1.2, 0.3, 0.9], [1.2, 0.9, 0.6], [-0.7, -0.4, -0.6], [-0.9, -0.5, 1.6], [0.5, -0.2, 0.4], [0.2, 0.1, -0.2], [0.1, -0.1, 0.1], [-0.4, 0.0, 0.2], [0.5, 0.8, -0.8], [-0.1, -0.9, -1.1], [-0.7, 0.3, -0.2], [-0.1, 0.4, -1.1], [0.0, 0.6, 0.6], [1.2, 0.6, -1.7], [-0.1, 0.0, 0.4], [-0.5, -0.2, -0.1], [0.0, 0.1, -1.0], [-0.5, 0.0, 0.4], [1.1, 0.1, -0.2], [-1.2, -1.0, 0.6], [-0.6, -0.2, 1.3], [-1.2, 0.2, -1.1], [0.0, 1.7, -1.1], [0.9, -0.2, -0.9], [-0.2, 0.5, 0.7], [0.1, 0.7, 0.5], [-2.9, -1.0, -0.6], [0.6, -0.3, -0.1], [0.1, -1.1, -0.3], [-0.5, -1.0, 0.5]],
  "lowdin_charge": [0.09, -0.18, 0.07, 0.08, 0.06, 0.05, -0.46, 0.16, 0.12, 0.08, -0.19, -0.18, -0.06, 0.07, 0.09, 0.08, 0.06, -0.11, 0.08, 0.09, 0.06, 0.13, 0.11, 0.11, -0.38, -0.07, -0.21, 0.05, -0.13, 0.06, 0.05, 0.04, 0.07, 0.03, 0.07, 0.10, 0.10, -0.19, 0.07, -0.01, 0.04, 0.09, -0.06, 0.07, 0.11, 0.09, 0.13, 0.08, -0.14, 0.09, 0.09, 0.10, 0.07, 0.10, 0.15, 0.13, 0.08, 0.08, 0.07, 0.10, -0.43, 0.08, -0.36, -0.20, 0.13, 0.04, 0.11, 0.04, 0.08, -0.25, 0.05, 0.07, 0.04, 0.11, 0.04, 0.13, -0.19, -0.43, -0.07, 0.12, 0.13, 0.18, -0.13, 0.13, 0.09, 0.05, 0.07, 0.12, 0.11, 0.05, -0.05, -0.21, 0.07, -0.11, 0.06, -0.05, 0.06, 0.04, -0.42, 0.07, -0.42, 0.04, 0.06, 0.09, 0.09, 0.06, -0.63, 0.06, 0.05, 0.14, -0.10, -0.17, 0.08, 0.09, 0.06, -0.25, 0.15, 0.10, -0.15, 0.05, 0.05, -0.07, -0.21, -0.20, 0.10, 0.08, -0.05],
  "mol_weight_g_mol": 684.02,
  "gap_ev": 9.33,
  "smiles": "COC[C@H](C)N.COC[C@H](C)N.COC[C@H](C)N.COC[C@H](C)N.COC[C@H](C)N.COC[C@H](C)N.COC[C@H](C)N.NC(N)=O",
  "relative_energy_kcal_mol": 48.08,
  "homo_energy_ev": -8.76
}

{
  "formula": "C8H13MnN",
  "method": "wB97M-V/def2-TZVPD",
  "elements": ["H", "H", "C", "H", "H", "C", "H", "H", "C", "C", "H", "H", "H", "Mn", "H", "C", "N", "H", "H", "C", "C", "C", "H"],
  "coordinates": [[2.070468, -1.272672, 0.611421], [-0.923104, -0.005560, 2.363799], [-1.619561, 1.532158, -0.951156], [0.443895, -2.723589, -1.596848], [1.359487, 0.091762, -2.234422], [-0.493733, 1.978343, -0.128660], [2.302775, -1.217952, -1.251310], [0.308967, -1.286354, 1.843213], [0.542236, 0.599188, -1.662655], [-0.036872, -0.243802, 1.742020], [0.203160, -2.906678, 0.057007], [-3.104241, 0.217107, 0.250424], [-2.231061, 2.253670, -1.484611], [-0.363783, -0.495404, -0.251545], [1.690384, 1.449023, 0.092435], [0.573551, -2.193261, -0.645227], [-2.297089, 0.756479, 0.206338], [-1.230572, 0.286979, -2.979158], [0.780968, 0.504862, 1.896093], [0.712332, 1.394103, -0.436274], [1.640326, -1.286377, -0.405005], [-0.856791, 0.703229, -2.032261], [-0.659543, 2.532748, 0.775985]],
  "forces_ev_per_a": [[-0.1, 0.3, -0.7], [0.6, -0.2, -0.7], [-1.6, -2.0, -0.3], [0.2, 0.9, -0.2], [-1.2, 1.1, 0.4], [2.4, 0.2, 0.7], [0.3, 0.6, 0.2], [0.1, 0.4, 0.9], [-1.5, 1.9, -2.9], [0.5, -0.5, 0.5], [0.0, -0.2, 1.2], [-2.1, -0.9, -1.6], [-0.2, 0.5, 0.3], [-2.7, 0.8, 2.9], [-1.2, 0.1, -0.4], [0.3, -1.6, -0.4], [4.5, 0.7, -0.7], [-0.1, 0.2, 0.7], [-0.7, -1.0, 0.1], [0.5, 1.4, -0.9], [-0.6, -2.0, 0.7], [2.7, -0.9, 0.2], [-0.1, 0.1, 0.1]],
  "lowdin_charge": [0.08, 0.02, -0.39, 0.07, 0.12, -0.08, 0.06, 0.00, -0.22, -0.13, 0.05, -0.04, 0.13, 0.61, 0.13, -0.24, -0.04, 0.11, 0.03, -0.17, -0.18, -0.06, 0.12],
  "mol_weight_g_mol": 178.14,
  "gap_ev": [7.81, 7.38],
  "spin_multiplicity": 4,
  "homo_energy_ev": [-7.70, -7.75]
}

{
  "formula": "CuH12O6",
  "method": "wB97M-V/def2-TZVPD",
  "elements": ["H", "O", "O", "H", "O", "H", "H", "H", "H", "H", "O", "O", "H", "H", "Cu", "H", "H", "H", "O"],
  "coordinates": [[0.532202, 2.837216, -0.070923], [0.981712, -1.196094, -1.934543], [-1.381298, 0.691136, -1.781363], [1.907222, -0.311284, 2.234297], [-1.419868, -2.149044, 0.464017], [1.395742, -0.994754, -2.773753], [1.668622, -1.625994, -1.425063], [-1.265198, -3.063144, 0.702197], [-1.085008, 0.375536, -2.635083], [-2.238118, 1.081406, -1.953923], [1.266192, 2.296616, 0.221037], [1.914612, -0.694504, 1.357187], [1.877402, 2.303726, -0.515583], [-2.091578, 1.454456, 1.778537], [-0.065468, -0.256834, 0.015487], [-2.359378, -2.102884, 0.286777], [-0.890568, 1.668426, 2.675027], [2.437342, -1.491234, 1.447797], [-1.184568, 1.177246, 1.907867]],
  "forces_ev_per_a": [[-0.3, 0.2, 0.0], [-0.3, 0.1, 0.4], [0.3, -0.1, 0.4], [-0.1, 0.3, 0.2], [0.3, 0.5, -0.1], [0.1, 0.2, -0.3], [0.3, -0.2, 0.1], [0.2, -0.2, 0.1], [0.2, -0.2, -0.2], [-0.3, 0.2, 0.1], [-0.1, -0.5, 0.2], [-0.4, 0.1, -0.5], [0.3, 0.0, -0.2], [-0.3, 0.0, 0.0], [-0.1, 0.2, 0.2], [-0.3, 0.1, -0.1], [0.2, 0.1, 0.2], [0.1, -0.3, 0.0], [0.1, -0.3, -0.5]],
  "lowdin_charge": [0.04, -0.02, -0.02, 0.07, -0.01, 0.07, 0.06, 0.07, 0.05, 0.07, -0.04, -0.02, 0.05, 0.05, 0.42, 0.07, 0.06, 0.06, -0.03],
  "charge": 1,
  "mol_weight_g_mol": 171.64,
  "gap_ev": 9.27,
  "relative_energy_kcal_mol": 6.77,
  "homo_energy_ev": -12.47
}

{
  "formula": "C2HFN2O2",
  "method": "wB97M-V/def2-TZVPD",
  "elements": ["F", "C", "O", "N", "C", "N", "H", "O"],
  "coordinates": [[1.044123, 1.770499, -0.802352], [0.112149, -1.884548, -0.744320], [-1.811255, 1.272849, 1.195985], [-0.828180, 1.425725, 0.530556], [0.052534, 2.012176, 0.030146], [0.616468, -1.462061, 0.226061], [-0.345230, -1.834292, -1.680832], [1.159391, -1.300348, 1.244757]],
  "forces_ev_per_a": [[-0.6, 0.2, 0.6], [0.8, 1.0, 1.6], [-0.1, -0.7, 0.0], [-1.4, 0.4, 1.1], [2.2, 0.0, -1.6], [-1.5, -2.0, -3.0], [-0.4, 0.0, -0.8], [1.1, 1.0, 2.2]],
  "lowdin_charge": [0.10, 0.15, 0.05, -0.10, -0.07, -0.25, 0.06, 0.06],
  "mol_weight_g_mol": 104.04,
  "gap_ev": 9.50,
  "smiles": "[O-][N+]#CF.C#[N+][O-]",
  "relative_energy_kcal_mol": 175.02,
  "homo_energy_ev": -10.33
}